Entry 1:
{
  "formula": "C3H5BrN3",
  "method": "ωB97M-V with the def2-TZVPD basis set",
  "homo_lumo_gap_ev": [7.33, 7.33],
  "charge": 1,
  "de_lowest_kj_mol": 477.6,
  "e_lumo_ev": [-5.78, -5.77],
  "e_homo_ha": [-0.4815, -0.4814],
  "total_energy_ha": -2855.12597,
  "elements": ["C", "C", "C", "N", "N", "N", "Br", "H", "H", "H", "H", "H"],
  "xyz": [[-0.088, 0.751, -0.267], [2.132, 0.153, 0.077], [-1.847, -0.802, 0.243], [0.438, -1.286, 0.592], [1.295, 0.992, -0.413], [-0.411, -0.503, 0.140], [3.860, -0.019, 0.183], [-0.778, 1.387, -0.781], [-2.169, -0.639, 1.353], [-2.253, -0.037, -0.442], [-1.814, -1.902, -0.001], [1.635, 1.908, -0.685]]
}

---

Entry 2:
{
  "formula": "C3H5BrO",
  "method": "ωB97M-V with the def2-TZVPD basis set",
  "homo_lumo_gap_ev": 10.20,
  "de_lowest_kj_mol": 104.6,
  "e_lumo_ev": 0.86,
  "e_homo_ha": -0.3432,
  "total_energy_ha": -2766.49623,
  "elements": ["O", "C", "C", "C", "Br", "H", "H", "H", "H", "H"],
  "xyz": [[-1.527, -0.940, -0.421], [-1.054, 0.201, 0.214], [0.430, 0.353, -0.170], [1.457, -0.077, 0.543], [3.114, -0.057, -0.232], [-1.537, -0.741, -1.372], [-1.163, -0.033, 1.154], [-1.603, 1.045, -0.220], [0.527, 0.650, -1.113], [1.357, -0.401, 1.617]]
}

---

Entry 3:
{
  "formula": "C3H5BrO",
  "method": "ωB97M-V with the def2-TZVPD basis set",
  "homo_lumo_gap_ev": 9.67,
  "de_lowest_kj_mol": 104.0,
  "e_lumo_ev": 0.55,
  "e_homo_ha": -0.3351,
  "total_energy_ha": -2766.49645,
  "elements": ["C", "C", "C", "O", "H", "H", "H", "H", "Br", "H"],
  "xyz": [[-1.139, -0.830, 0.338], [-0.463, 0.379, -0.322], [-0.648, 1.624, -0.031], [-0.854, 2.742, 0.260], [-1.212, -1.528, -0.376], [-2.061, -0.480, 0.781], [-0.617, -1.212, 1.083], [-0.223, 0.053, -1.312], [4.201, -0.543, 0.092], [3.017, -0.206, -0.513]]
}

---

Entry 4:
{
  "formula": "C3H5CaO4",
  "method": "ωB97M-V with the def2-TZVPD basis set",
  "homo_lumo_gap_ev": [5.13, 9.91],
  "de_lowest_kj_mol": 103.5,
  "e_lumo_ev": [0.45, 0.26],
  "s_squared": 0.750,
  "e_homo_ha": [-0.1721, -0.3546],
  "total_energy_ha": -1095.87946,
  "multiplicity": 2,
  "elements": ["C", "O", "C", "O", "Ca", "H", "H", "H", "H", "H", "O", "C", "O"],
  "xyz": [[1.553, -0.991, -1.068], [0.296, -0.467, -0.703], [0.314, 0.835, -0.066], [-0.984, 1.216, 0.010], [-2.033, -0.090, -1.239], [1.387, -1.987, -1.493], [2.036, -0.351, -1.823], [2.203, -1.075, -0.184], [0.942, 1.507, -0.686], [0.775, 0.699, 0.933], [-2.705, -0.483, 1.370], [-2.143, 0.325, 2.023], [-1.640, 0.862, 2.926]]
}

---

Entry 5:
{
  "formula": "C3H5CdO3",
  "method": "ωB97M-V with the def2-TZVPD basis set",
  "homo_lumo_gap_ev": 11.39,
  "charge": 1,
  "de_lowest_kj_mol": 0.0,
  "e_lumo_ev": -3.84,
  "e_homo_ha": -0.5599,
  "total_energy_ha": -510.49021,
  "elements": ["O", "C", "C", "O", "O", "C", "H", "H", "H", "H", "H", "Cd"],
  "xyz": [[0.555, -0.555, -0.148], [-0.379, 0.244, -0.587], [0.584, -0.529, 1.296], [-0.686, 0.340, -1.769], [-0.997, 0.898, 0.352], [-0.402, 0.596, 1.634], [1.610, -0.322, 1.612], [0.264, -1.513, 1.653], [0.088, 1.506, 1.999], [-1.201, 0.289, 2.316], [0.754, -0.671, -4.849], [-0.191, -0.283, -3.509]]
}

---

Entry 6:
{
  "formula": "C3H5Cl2F3Si",
  "method": "ωB97M-V with the def2-TZVPD basis set",
  "homo_lumo_gap_ev": [8.63, 7.01],
  "de_lowest_kj_mol": 503.5,
  "e_lumo_ev": [-0.77, -0.85],
  "e_homo_ha": [-0.3453, -0.2887],
  "total_energy_ha": -1626.75514,
  "elements": ["C", "C", "C", "F", "F", "F", "Si", "Cl", "Cl", "H", "H", "H", "H", "H"],
  "xyz": [[1.690, 0.314, -0.615], [0.743, -0.202, 0.490], [0.142, -1.556, 0.393], [-0.447, -1.985, 1.511], [1.056, -2.455, 0.090], [-0.808, -1.660, -0.565], [-2.185, 1.462, 0.012], [-3.500, 0.651, 1.302], [-2.960, 1.563, -1.897], [1.559, 0.258, -1.722], [2.216, 1.326, -0.449], [2.699, -0.276, -0.586], [1.248, -0.100, 1.515], [-1.454, 2.659, 0.522]]
}

---

Copy entry 2 word for word.
{
  "formula": "C3H5BrO",
  "method": "ωB97M-V with the def2-TZVPD basis set",
  "homo_lumo_gap_ev": 10.20,
  "de_lowest_kj_mol": 104.6,
  "e_lumo_ev": 0.86,
  "e_homo_ha": -0.3432,
  "total_energy_ha": -2766.49623,
  "elements": ["O", "C", "C", "C", "Br", "H", "H", "H", "H", "H"],
  "xyz": [[-1.527, -0.940, -0.421], [-1.054, 0.201, 0.214], [0.430, 0.353, -0.170], [1.457, -0.077, 0.543], [3.114, -0.057, -0.232], [-1.537, -0.741, -1.372], [-1.163, -0.033, 1.154], [-1.603, 1.045, -0.220], [0.527, 0.650, -1.113], [1.357, -0.401, 1.617]]
}